<P>
Computed, not measured: C3H5N3O in the gas phase, with ωB97M-V/def2-TZVPD.

Each atom is followed by the atoms it is bonded to, with distances in Å.
Atoms and positions in Å:
1 O -1.317 0.944 -0.019  C7 1.376
2 N 1.349 0.256 -0.789  N4 1.257, C5 1.492, H11 1.014
3 N 0.395 -0.917 0.905  C5 1.416, C6 1.293
4 N 0.219 -0.072 -1.230  N2 1.257, C6 1.450
5 C 1.326 0.130 0.697  N2 1.492, N3 1.416, H8 1.117, H10 1.087
6 C -0.395 -0.753 -0.106  N3 1.293, N4 1.450, C7 1.493
7 C -1.827 -0.333 -0.071  O1 1.376, C6 1.493, H9 1.094, H12 1.097
8 H 0.732 1.042 0.948  C5 1.117
9 H -2.411 -0.526 -0.976  C7 1.094
10 H 2.305 0.087 1.168  C5 1.087
11 H 1.950 0.838 -1.361  N2 1.014
12 H -2.327 -0.695 0.835  C7 1.097

Calculated values
LUMO level (spin up / spin down), eV: -0.72 / -0.72
Kohn-Sham gap (spin up / spin down), Ha: 0.301 / 0.300

Here are the Mulliken charges for atoms 1 to 6, given in e: O -0.5890; N 0.0905; N -0.6245; N -0.3060; C -0.4471; C 0.8553

<Q>
Computed, not measured: C3H5N3O in the gas phase, with ωB97M-V/def2-TZVPD.

Each atom is followed by the atoms it is bonded to, with distances in Å.
Atoms and positions in Å:
1 O -2.646 -0.633 0.200  N3 1.355, N4 1.381
2 N 0.721 -0.749 -0.424  C5 1.510, C7 1.373, H8 0.994
3 N -1.499 -1.313 -0.038  O1 1.355, C7 1.346
4 N -2.510 0.723 -0.025  O1 1.381, C6 1.343
5 C 1.667 0.192 0.282  N2 1.510, H9 1.149, H10 1.191, H11 1.142
6 C -1.193 0.810 -0.278  N4 1.343, C7 1.329, H12 1.148
7 C -0.599 -0.374 -0.383  N2 1.373, N3 1.346, C6 1.329
8 H 0.822 -1.596 0.087  N2 0.994
9 H 1.883 0.189 1.411  C5 1.149
10 H 2.612 -0.261 -0.284  C5 1.191
11 H 1.406 1.186 -0.215  C5 1.142
12 H -0.664 1.827 -0.333  C6 1.148

Calculated values
LUMO level, eV: 0.50
Kohn-Sham gap, Ha: 0.367

Here are the Mulliken charges for atoms 1 to 6, given in e: O -0.0320; N -0.3582; N -0.3367; N -0.3196; C -0.8264; C -0.2123

Which of them is most stable, and which least? Most stable: <Q>; least stable: <P>.

<P>
Computed, not measured: C3H5N3O in the gas phase, with ωB97M-V/def2-TZVPD.

Each atom is followed by the atoms it is bonded to, with distances in Å.
Atoms and positions in Å:
1 O 2.547 -0.738 -0.333  C5 1.336, H11 1.105
2 N -0.493 1.018 -0.286  C6 1.347, C7 1.424, H12 1.002
3 N 0.500 -0.820 0.272  C5 1.384, C6 1.293
4 N -1.790 -0.664 0.875  C6 1.381, H9 1.014, H10 1.009
5 C 1.438 0.006 -0.324  O1 1.336, N3 1.384, C7 1.359
6 C -0.630 -0.192 0.292  N2 1.347, N3 1.293, N4 1.381
7 C 0.863 1.185 -0.683  N2 1.424, C5 1.359, H8 1.079
8 H 1.182 2.068 -1.213  C7 1.079
9 H -1.700 -1.636 1.147  N4 1.014
10 H -2.616 -0.516 0.314  N4 1.009
11 H 1.866 -1.464 0.146  O1 1.105
12 H -1.176 1.747 -0.201  N2 1.002

Calculated values
LUMO level, eV: 0.70
Kohn-Sham gap, Ha: 0.315

Here are the Mulliken charges for atoms 1 to 6, given in e: O -0.6175; N -0.0486; N -0.5116; N -0.5106; C 0.4634; C 0.3322

<Q>
Computed, not measured: 2 unconnected molecules or ions with the total composition C3H5N3O, with ωB97M-V/def2-TZVPD.

Each atom is followed by the atoms it is bonded to, with distances in Å.
Atoms and positions in Å:
1 O 2.204 0.320 -1.727  C5 1.403, H12 0.966
2 N -0.324 -0.542 1.372  C7 1.254
3 N -2.488 -0.217 0.354  C7 1.269, H9 1.012
4 N -0.775 0.518 -1.052  C6 1.182
5 C 1.661 -0.065 -0.492  O1 1.403, C6 1.489, H8 1.093, H10 1.099
6 C 0.186 0.133 -0.481  N4 1.182, C5 1.489
7 C -1.558 -0.411 1.194  N2 1.254, N3 1.269, H11 1.169
8 H 1.871 -1.129 -0.354  C5 1.093
9 H -3.145 0.539 0.503  N3 1.012
10 H 2.096 0.475 0.360  C5 1.099
11 H -1.524 -0.778 2.304  C7 1.169
12 H 1.795 1.157 -1.981  O1 0.966

Calculated values
LUMO level (spin up / spin down), eV: -1.02 / -1.02
Kohn-Sham gap (spin up / spin down), Ha: 0.323 / 0.323

Here are the Mulliken charges for atoms 1 to 6, given in e: O -0.4965; N -0.4786; N -0.5398; N -0.4705; C -0.2951; C 0.4762

Which of them is most stable, and which least? Most stable: <P>; least stable: <Q>.

<P>
Computed, not measured: C3H5N3O in the gas phase, with ωB97M-V/def2-TZVPD.

Each atom is followed by the atoms it is bonded to, with distances in Å.
Atoms and positions in Å:
1 O 2.408 -0.600 0.037  C7 1.239
2 N 0.069 -1.032 -0.050  C5 1.290, C7 1.412
3 N 0.776 1.019 0.070  N4 1.378, C7 1.326, H12 1.118
4 N -0.580 1.151 -0.135  N3 1.378, C5 1.389, H9 1.036
5 C -0.913 -0.195 -0.064  N2 1.290, N4 1.389, C6 1.605
6 C -2.488 -0.481 0.057  C5 1.605, H8 1.103, H10 1.091, H11 1.077
7 C 1.226 -0.227 0.023  O1 1.239, N2 1.412, N3 1.326
8 H -2.750 -0.277 1.108  C6 1.103
9 H -1.033 1.837 0.495  N4 1.036
10 H -3.039 0.255 -0.532  C6 1.091
11 H -2.672 -1.445 -0.385  C6 1.077
12 H 1.417 1.873 -0.264  N3 1.118

Calculated values
LUMO level, eV: 0.48
Kohn-Sham gap, Ha: 0.362

Here are the Mulliken charges for atoms 1 to 6, given in e: O -0.6258; N -0.5288; N -0.1148; N -0.2550; C 0.6204; C -1.0018

<Q>
Computed, not measured: C3H5N3O in the gas phase, with ωB97M-V/def2-TZVPD.

Each atom is followed by the atoms it is bonded to, with distances in Å.
Atoms and positions in Å:
1 O -2.655 0.846 -0.179  C5 1.398, H11 0.964
2 N 0.421 1.171 -0.589  C6 1.257
3 N 2.307 0.571 -0.059  C7 1.337, H8 1.029
4 N 0.652 -0.986 0.499  C6 1.586, C7 1.281
5 C -1.694 -0.098 0.196  O1 1.398, C6 1.538, H10 1.103, H12 1.097
6 C -0.211 0.221 -0.062  N2 1.257, N4 1.586, C5 1.538
7 C 1.872 -0.629 0.340  N3 1.337, N4 1.281, H9 1.099
8 H 3.021 0.598 -0.800  N3 1.029
9 H 2.381 -1.534 0.699  C7 1.099
10 H -1.866 -1.088 -0.258  C5 1.103
11 H -2.446 1.159 -1.066  O1 0.964
12 H -1.780 -0.232 1.281  C5 1.097

Calculated values
LUMO level (spin up / spin down), eV: -0.82 / -0.82
Kohn-Sham gap (spin up / spin down), Ha: 0.332 / 0.332

Here are the Mulliken charges for atoms 1 to 6, given in e: O -0.4998; N -0.4561; N -0.4442; N -0.4625; C -0.3025; C 0.5401

Which of them is most stable, and which least? Most stable: <P>; least stable: <Q>.

<P>
Computed, not measured: C3H5N3O in the gas phase, with ωB97M-V/def2-TZVPD.

Each atom is followed by the atoms it is bonded to, with distances in Å.
Atoms and positions in Å:
1 O -2.508 -1.343 0.116  C7 1.217
2 N -0.177 -1.068 -0.003  C5 1.389, C7 1.396, H11 1.005
3 N 2.081 -0.208 0.065  C5 1.394, H8 1.013, H12 1.015
4 N -1.408 0.716 0.040  C6 1.408, C7 1.373, H9 1.011
5 C 0.704 0.006 0.026  N2 1.389, N3 1.394, C6 1.334
6 C -0.054 1.102 0.087  N4 1.408, C5 1.334, H10 1.088
7 C -1.508 -0.653 0.055  O1 1.217, N2 1.396, N4 1.373
8 H 2.580 0.658 0.232  N3 1.013
9 H -2.203 1.306 0.243  N4 1.011
10 H -0.021 2.137 -0.248  C6 1.088
11 H 0.088 -2.021 0.178  N2 1.005
12 H 2.425 -0.632 -0.790  N3 1.015

Calculated values
LUMO level, eV: 0.78
Kohn-Sham gap, Ha: 0.316

Here are the Mulliken charges for atoms 1 to 6, given in e: O -0.6336; N -0.1085; N -0.5323; N -0.0672; C 0.4136; C -0.5293

<Q>
Computed, not measured: C3H5N3O in the gas phase, with ωB97M-V/def2-TZVPD.

Each atom is followed by the atoms it is bonded to, with distances in Å.
Atoms and positions in Å:
1 O -1.298 0.397 -1.584  C7 1.440, H11 1.088
2 N 1.717 -0.575 -0.023  N3 1.316, N4 1.300
3 N 1.036 -0.085 0.990  N2 1.316, C5 1.340, H9 1.065
4 N 0.950 -0.628 -1.072  N2 1.300, C7 1.373
5 C -0.229 0.162 0.621  N3 1.340, C6 1.549, C7 1.370
6 C -1.345 0.690 1.556  C5 1.549, H8 1.028, H10 1.119, H12 1.134
7 C -0.282 -0.139 -0.715  O1 1.440, N4 1.373, C5 1.370
8 H -1.013 1.455 2.157  C6 1.028
9 H 1.292 -0.566 1.906  N3 1.065
10 H -1.487 -0.258 2.133  C6 1.119
11 H -1.004 -0.143 -2.481  O1 1.088
12 H -2.195 1.079 0.914  C6 1.134

Calculated values
LUMO level, eV: 0.70
Kohn-Sham gap, Ha: 0.357

Here are the Mulliken charges for atoms 1 to 6, given in e: O -0.5055; N -0.5794; N 0.1972; N -0.2860; C 0.1258; C -1.0038

Which of them is most stable, and which least? Most stable: <P>; least stable: <Q>.